The following is a quantum chemistry calculation of a cluster of 2 separate species, C4H9FNOP in total in a non-equilibrium geometry, from the Open Molecules 2025 dataset.

```
17
C4H9FNOP, DFT the ωB97M-V functional and the def2-TZVPD basis
H -1.71206 2.24929 1.70769
P -1.46218 1.02159 2.31045
C -0.17158 1.57404 3.22785
F 0.48730 0.71798 4.04648
H 0.29065 2.55248 3.24297
C 1.49196 0.40374 -0.17654
N 0.60987 -0.54509 -0.80077
C -0.72814 -0.47796 -0.66979
C -1.47768 -1.58470 -1.37509
O -1.28027 0.41420 -0.04639
H 2.18184 0.82026 -0.91123
H 0.88291 1.20263 0.25031
H 2.06545 -0.06267 0.62769
H 1.03092 -1.33761 -1.25705
H -1.47568 -2.47511 -0.74871
H -2.50580 -1.27520 -1.53263
H -1.01482 -1.82714 -2.32954
```

Properties
**Energy relative to the best compared isomer or geometry (same formula, charge and spin)**: 0.0 kJ/mol
**SMILES string**: [H]/P=C/F.CNC(C)=O
**Net charge**: 0
**DFT total energy**: -19836.484 eV
**LUMO**: 0.724 eV

The following is a quantum chemistry calculation of a structure of composition C54H63AsN4OPbS, from the Open Molecules 2025 dataset.

```
125
C54H63AsN4OPbS, DFT the ωB97M-V functional and the def2-TZVPD basis
Pb 0.05772 1.60126 -0.41251
C -1.38934 5.52170 -1.25332
C 0.00153 5.03371 -0.94178
C 0.52989 5.17401 0.34359
C 1.83600 4.80084 0.62487
C 2.64708 4.28179 -0.37964
C 2.12436 4.09633 -1.64928
C 0.80624 4.45539 -1.91906
H -1.43919 6.60621 -1.13920
H -2.12856 5.08555 -0.58024
H -1.67578 5.27668 -2.27626
H -0.09161 5.59700 1.12651
H 2.22949 4.92464 1.62688
H 3.67975 4.02876 -0.17083
H 2.73536 3.66534 -2.43381
H 0.40876 4.31440 -2.91953
O -1.31930 -0.33590 -0.42723
N -2.57569 -0.28583 -0.83100
C -3.10911 -1.43407 -1.31153
C -4.40608 -1.49631 -1.73704
C -5.19032 -0.34335 -1.66868
C -4.63793 0.81492 -1.17947
C -3.30224 0.86389 -0.74990
S -2.57178 2.30259 -0.15822
H -2.42435 -2.26852 -1.32140
H -4.79938 -2.43028 -2.11101
H -6.21976 -0.35935 -2.00183
H -5.21166 1.72753 -1.10473
C 3.51489 -3.70293 -4.71433
C 3.83280 -3.46121 -3.23881
C 5.26718 -2.91323 -3.12421
C 3.72968 -4.79443 -2.48396
C 2.89564 -2.43889 -2.60730
C 2.93419 -2.19045 -1.23782
C 2.13585 -1.19936 -0.70380
N 1.29408 -0.46155 -1.43113
C 1.19254 -0.72741 -2.73716
C 1.99345 -1.68556 -3.34820
C 0.15628 0.03189 -3.50578
C -0.24212 -0.37487 -4.77487
C -1.22559 0.31708 -5.47168
C -1.78029 1.42356 -4.83344
C -1.34813 1.76494 -3.56968
N -0.40367 1.09066 -2.91158
C -1.71441 -0.10738 -6.84886
C -0.90545 -1.27464 -7.41777
C -1.60160 1.08047 -7.81645
C -3.18476 -0.53938 -6.72764
H 4.20353 -4.44944 -5.11143
H 3.63983 -2.79559 -5.30935
H 2.49772 -4.07980 -4.85107
H 5.97834 -3.64204 -3.51866
H 5.53109 -2.70456 -2.08604
H 5.37204 -1.98749 -3.69438
H 4.33247 -5.55022 -2.99005
H 2.69618 -5.14679 -2.45185
H 4.09492 -4.71151 -1.45933
H 3.58703 -2.74338 -0.57548
H 2.17447 -0.98494 0.35809
H 1.92020 -1.83987 -4.41322
H 0.20573 -1.25144 -5.21552
H -2.55628 2.01522 -5.30118
H -1.78737 2.60486 -3.03879
H 0.15237 -1.01932 -7.51859
H -1.28325 -1.51899 -8.41127
H -0.99797 -2.17284 -6.80273
H -0.56748 1.42420 -7.88864
H -2.22146 1.92264 -7.50572
H -1.92875 0.77465 -8.81146
H -3.27911 -1.40662 -6.07015
H -3.57227 -0.81220 -7.71109
H -3.80778 0.26223 -6.32706
C 1.30901 -5.22830 5.88879
C 0.76364 -4.00040 5.20988
C 0.51814 -2.82947 5.91091
C 0.06643 -1.66929 5.28766
C -0.10859 -0.45034 6.16074
C -0.16928 -1.68706 3.90079
As -0.74765 -0.16893 2.76249
N 0.69668 0.69956 2.09121
C 2.02920 0.59851 2.41546
C 2.53634 0.00480 3.59372
C 3.88828 0.02221 3.87947
C 4.79182 0.62541 3.01019
C 4.31737 1.22328 1.84577
C 2.97016 1.21061 1.55246
C -1.70975 1.13080 3.87182
C -2.96593 0.69076 4.29988
C -3.56646 -0.64863 3.92783
C -3.73213 1.51915 5.11694
C -3.29553 2.77500 5.49532
C -4.12641 3.67190 6.37332
C -2.05672 3.20349 5.02283
C -1.25293 2.41777 4.20846
C 0.07032 2.99629 3.76910
C 0.02361 -2.88131 3.18265
C -0.33437 -3.04741 1.71795
C 0.50057 -4.00610 3.84668
H 1.37623 -5.09292 6.96745
H 2.30786 -5.45738 5.51206
H 0.67801 -6.09556 5.68859
H 0.70144 -2.80376 6.98060
H 0.45838 -0.56634 7.08417
H -1.15782 -0.31203 6.42943
H 0.22196 0.46364 5.67263
H 1.85758 -0.45575 4.29010
H 4.24068 -0.43589 4.79565
H 5.84979 0.63526 3.23800
H 5.00655 1.70869 1.16524
H 2.62228 1.68650 0.64647
H -2.86639 -1.32425 3.44402
H -4.40726 -0.49985 3.24692
H -3.95072 -1.15189 4.81617
H -4.69906 1.16253 5.45956
H -5.04746 3.18169 6.68564
H -4.39031 4.58873 5.84290
H -3.56906 3.96102 7.26593
H -1.70376 4.19207 5.30046
H 0.15530 4.02465 4.11852
H 0.17329 2.99342 2.68385
H 0.91128 2.43352 4.18111
H -0.25378 -2.13516 1.12940
H -1.37203 -3.38483 1.64035
H 0.29298 -3.81259 1.25824
H 0.65934 -4.91884 3.27931
```

Properties
**Energy relative to the best compared isomer or geometry (same formula, charge and spin)**: 20.4 kJ/mol
**Net charge**: +1
**DFT total energy**: -141945.987 eV
**<S²>**: 0.781
**2S+1**: 2
**LUMO (alpha / beta)**: -2.431 / -3.861 eV

The following is a quantum chemistry calculation of a cluster of 5 separate species, C20H30O10 in total in a non-equilibrium geometry, from the Open Molecules 2025 dataset.

```
60
C20H30O10, DFT the ωB97M-V functional and the def2-TZVPD basis
O 2.26450 -2.40345 1.18445
C 2.17275 -1.22374 1.51329
C 0.97773 -0.50333 2.08237
C 1.50194 0.93826 2.11483
C 3.01132 0.81703 2.08203
O 3.24577 -0.49139 1.55181
H 0.08957 -0.62756 1.46282
H 0.82375 -0.88601 3.09130
H 1.18017 1.39025 1.17660
H 1.23026 1.60329 2.93460
H 3.37983 1.62972 1.45606
H 3.56544 0.90488 3.01656
O -2.38422 -1.71462 4.67124
C -2.30987 -0.91944 3.72912
C -1.10285 -0.29353 3.06780
C -1.71954 0.50446 1.93936
C -3.23340 0.20245 1.95339
O -3.43499 -0.42390 3.19995
H -0.68334 0.39946 3.79710
H -0.40903 -1.07838 2.76659
H -1.49154 1.56760 2.01585
H -1.28064 0.27613 0.96811
H -3.78603 1.13785 1.86552
H -3.49100 -0.57618 1.23542
O -0.55924 -1.37140 0.29518
C -0.11420 -0.67461 -0.60336
C 1.21138 -0.04242 -0.62711
C 1.39066 0.29750 -2.10030
C 0.04510 0.25780 -2.77370
O -0.69513 -0.56053 -1.86779
H 1.21294 0.85075 -0.00234
H 1.98929 -0.66763 -0.18886
H 1.87864 1.27157 -2.13435
H 2.08783 -0.41459 -2.54187
H -0.45474 1.21469 -2.92405
H 0.13914 -0.14554 -3.78195
O -1.06220 -4.93197 -4.34909
C -0.45607 -3.93108 -3.96613
C -0.47788 -3.26716 -2.65181
C 0.96626 -2.71980 -2.66176
C 1.21592 -2.36933 -4.10771
O 0.41231 -3.34395 -4.78249
H -1.19248 -2.44438 -2.67360
H -0.73305 -4.11722 -2.01905
H 1.12055 -1.91451 -1.94358
H 1.76610 -3.43479 -2.46904
H 0.76516 -1.43099 -4.43086
H 2.27811 -2.47323 -4.32921
O 0.77224 3.32324 2.48046
C 0.10545 3.22399 1.41960
C -1.41881 3.43229 1.26985
C -1.71324 2.65424 -0.03748
C -0.40407 2.68692 -0.74446
O 0.59746 2.86923 0.17975
H -2.08430 3.08294 2.05926
H -1.52289 4.51474 1.34441
H -2.02687 1.63890 0.20507
H -2.46530 3.23174 -0.57508
H -0.23154 1.89585 -1.47422
H -0.45910 3.57889 -1.36853
```

Properties
**Energy relative to the best compared isomer or geometry (same formula, charge and spin)**: 772.3 kJ/mol
**SMILES string**: O=C1CCCO1.O=C1CCCO1.O=C1CCCO1.O=C1CCCO1.O=C1CCCO1
**Net charge**: 0
**DFT total energy**: -41694.372 eV
**LUMO**: 0.001 eV

The following is a quantum chemistry calculation of a cluster of 2 separate species, C4H10BrO2P in total in a non-equilibrium geometry, from the Open Molecules 2025 dataset.

```
18
C4H10BrO2P, DFT the ωB97M-V functional and the def2-TZVPD basis
C 0.56010 2.73648 -0.24694
C -1.79636 -2.46992 -0.79094
C -0.14998 2.10538 0.97846
C -1.14296 -1.77925 0.40779
O -0.51168 0.77184 -2.25503
O -0.38718 0.70645 0.98188
P -1.18990 -0.02580 -0.12849
Br -3.29280 0.55310 0.14064
H 1.64042 2.64979 -0.15792
H 0.21435 2.15029 -1.07998
H 0.17456 3.78537 -0.25319
H -2.84262 -2.04402 -0.84947
H -1.19693 -2.18484 -1.71128
H -1.81404 -3.58065 -0.69601
H -1.19349 2.66457 0.94680
H 0.53723 2.39366 1.82893
H -0.07868 -2.23322 0.44486
H -1.66909 -1.95437 1.28697
```

Properties
**Energy relative to the best compared isomer or geometry (same formula, charge and spin)**: 452.8 kJ/mol
**Net charge**: 0
**DFT total energy**: -87732.221 eV
**LUMO (alpha / beta)**: -0.945 / -0.938 eV